1.
33
Properties=species:S:1:pos:R:3 method="wB97M-V/def2-TZVPD" largest_force_ev_per_a=0.8 e_above_lowest_kj_mol=0.0 homo_ha=-0.2645
Au -0.9794 -0.8883 0.0891
N -1.2544 -2.6899 -1.4601
C -0.3196 -2.6226 -2.5876
C 1.0478 -2.0844 -2.1478
N 0.9622 -0.7944 -1.4818
C 0.8964 0.4043 -2.3094
C -0.5223 0.7789 -2.7649
N -1.4588 0.8101 -1.6389
H -2.2132 -2.7528 -1.7725
H -1.0649 -3.4876 -0.8666
H -0.1648 -3.5994 -3.0564
H -0.7482 -1.9683 -3.3429
H 1.4672 -2.7905 -1.4280
H 1.7114 -2.0534 -3.0229
H 1.7012 -0.6990 -0.8022
H 1.2716 1.2288 -1.7022
H 1.5344 0.3166 -3.1994
H -0.4527 1.7457 -3.2750
H -0.8906 0.0634 -3.4981
H -1.2975 1.6273 -1.0616
H -2.4172 0.8351 -1.9590
F 1.0762 3.7398 5.0531
C 0.6823 2.6718 4.3438
C 0.1415 1.5595 4.9683
F 0.0194 1.5524 6.2990
C -0.2679 0.4676 4.2360
F -0.7822 -0.5798 4.8948
C -0.1997 0.3941 2.8209
O -0.6262 -0.6710 2.2228
C 0.3926 1.5456 2.2467
F 0.6081 1.6004 0.9043
C 0.8056 2.6472 2.9713
F 1.3417 3.6927 2.3271

***

2.
34
Properties=species:S:1:pos:R:3 method="wB97M-V/def2-TZVPD" largest_force_ev_per_a=10.9 e_above_lowest_kj_mol=662.1 homo_ha=-0.2050 charge=-1
C 4.8555 -3.4663 1.2391
C 4.2886 -2.0589 1.2189
C 2.6667 -1.9854 0.8167
C 2.2650 -0.5115 0.1412
O 1.2416 0.0666 1.0231
C 0.0715 0.5621 0.2845
C -1.1957 -0.4377 0.7201
O -1.0836 -1.7817 0.1277
C -1.8815 -2.7627 0.9174
N -0.2486 1.9463 0.8867
C 0.5787 2.1362 1.9986
O 1.5378 2.4529 2.9071
H 4.7562 -4.0900 2.2248
H 5.3228 -3.9513 0.2817
H 4.9098 -1.1010 1.5000
H 2.3779 -2.8148 0.0236
H 2.0612 -2.1552 1.8304
H 3.1794 0.2451 0.1438
H 1.9344 -0.6797 -0.9680
H 0.2090 0.6476 -0.8738
H -1.0704 -0.5765 1.8961
H -2.2299 0.0843 0.5537
H -1.1880 -3.5937 1.3974
H -2.6355 -3.2753 0.1839
H -2.5035 -2.2537 1.7889
B -2.7204 4.3282 -2.7703
O -4.1276 3.9276 -2.6644
C -4.1457 2.6373 -2.3036
O -5.1653 1.9903 -2.1267
C -2.7997 2.1527 -2.1623
O -2.4722 1.0210 -1.8442
O -1.9325 3.1375 -2.4341
F -2.4331 5.4006 -1.8304
F -2.4230 4.7589 -4.1275